# 1
# C20H47BrN4O5PS

A cluster of 5 separate species, C20H47BrN4O5PS in total (the ωB97M-V functional and the def2-TZVPD basis, OMol25).

The geometry in XYZ format:
```
79
Properties=species:S:1:pos:R:3:forces:R:3
N -4.6764 -1.5368 4.0884 0.074 0.020 -0.138
C -7.9829 0.5995 1.2391 -0.218 0.051 0.127
H -3.5181 -0.8922 2.4787 0.074 -0.044 0.080
H 0.9462 0.6684 -5.1994 -0.073 0.027 -0.066
C -6.1253 0.8708 -0.2648 -0.070 0.040 0.223
O -2.1843 -0.4801 0.5267 1.462 -0.060 -0.373
H 3.1689 2.9819 0.0737 -0.048 0.308 0.112
H -5.8740 1.8601 0.1224 0.073 -0.011 -0.027
H -4.9052 -1.9123 2.0468 0.044 0.072 -0.103
H -5.1612 -0.2213 2.5432 -0.001 -0.026 -0.099
H -0.7058 3.2929 -7.0943 0.010 0.040 0.020
H 4.1148 2.7758 -1.9429 0.308 0.083 -0.188
H -8.4138 1.1699 -1.8397 -0.060 -0.029 -0.037
H 6.4862 -1.1989 2.6614 0.052 0.009 -0.020
C 1.1569 1.6385 -4.7556 -0.069 0.216 -0.079
H 5.0211 -2.2548 6.2900 -0.020 -0.027 -0.018
H 4.0755 -2.2528 0.9700 0.191 -0.024 0.345
H -5.9880 -2.9151 4.9667 -0.035 0.008 0.017
H 4.0808 -3.1405 -1.0946 0.087 -0.315 -0.175
C -0.2920 2.3804 -6.6727 0.167 -0.105 0.125
O 4.9885 -3.4985 2.7424 -0.034 0.107 -0.028
O 1.3066 4.2139 -4.0324 0.014 -0.042 0.127
S 0.3000 1.3259 0.6766 0.267 -0.243 0.750
H 0.7325 2.3522 -1.4772 -0.382 -0.194 -0.180
H 2.2341 1.8130 -4.7477 -0.005 -0.120 0.043
H 2.0021 -2.3011 -1.8517 -0.250 -0.116 -0.096
H 4.9243 -1.6708 -1.4931 0.339 -0.001 -0.133
H 3.8803 0.8268 -3.4562 0.309 -0.028 -0.209
H -6.7343 -1.7586 3.8366 0.017 0.053 -0.033
H 6.7805 -2.0555 6.2784 -0.025 0.022 0.067
O -3.6408 -1.9623 6.0657 -0.013 0.002 -0.018
C 2.6593 2.2339 -0.5161 -0.188 -0.640 -0.027
H 5.7296 -0.7006 5.8182 -0.003 -0.003 0.075
C -4.5551 -1.1141 2.7091 -0.343 -0.036 0.261
H 0.1518 4.7123 -5.6353 0.054 -0.009 -0.005
H 1.7547 -0.0479 -1.5482 -0.132 0.254 0.451
O -7.3028 0.8313 2.2210 0.165 -0.060 -0.126
H -5.5127 0.1343 0.2583 0.086 0.019 -0.048
C 2.8858 -1.7525 -2.1775 -0.101 -0.005 0.412
C 2.4761 -0.2787 -2.3218 0.396 -0.507 -0.551
C 3.9739 -2.0667 -1.1617 -0.306 0.284 0.259
Br -1.5655 0.5958 -2.2342 0.349 -0.113 0.396
N 0.5007 2.6933 -5.4971 -0.087 0.046 -0.184
H 2.5615 2.6048 -2.6582 -0.244 0.263 -0.018
H -1.1135 1.7121 -6.4073 -0.026 0.012 -0.063
C 5.8532 -1.7842 5.7717 0.131 0.026 -0.176
H 4.1839 -0.5949 0.4140 -0.092 0.386 0.185
C 6.9319 -1.7202 3.5097 -0.094 -0.117 -0.045
H -9.4122 0.1314 -0.8103 -0.007 0.002 0.038
H 0.3285 1.8952 -7.4274 -0.057 0.004 -0.051
H 0.9285 0.1283 0.6043 0.231 0.179 -0.469
H 2.6223 -1.4713 0.4527 -0.272 0.158 -0.024
C -8.3994 0.3172 -1.1587 0.226 0.050 0.019
H 4.2509 -3.4234 4.6364 0.011 0.010 -0.005
H -8.0477 -0.5630 -1.7003 -0.067 -0.003 -0.041
C 3.6063 0.7404 -2.4106 -0.137 0.451 0.227
P -1.7658 0.9552 -0.0493 -1.694 0.851 -0.481
H 2.8667 1.2892 -0.0322 0.243 -0.328 0.275
H -5.9113 0.8312 -1.3301 -0.082 -0.013 -0.031
H 7.5720 -1.0361 4.0598 -0.012 0.005 0.044
C 1.1344 2.4606 -0.4808 0.656 -0.033 -0.402
H 0.8954 3.4453 -0.1078 -0.283 0.214 0.177
C -3.6080 -1.6178 4.9033 0.083 -0.018 0.079
H -2.6634 -1.3317 4.4009 -0.020 0.002 -0.016
H -6.2337 -1.2370 5.4576 -0.051 -0.015 0.003
H -1.5920 -1.1801 0.1872 -0.546 -0.258 0.246
N 5.8907 -2.2252 4.3895 -0.009 0.107 0.122
C 4.9949 -3.0936 3.8921 -0.043 -0.159 0.017
H 4.5066 0.4427 -1.8845 0.069 -0.308 0.216
C -5.9874 -1.8828 4.6156 0.101 -0.022 0.094
C 3.2318 2.1501 -1.9385 0.026 0.107 -0.011
C 3.6908 -1.5440 0.2505 0.171 -0.384 -0.318
H 3.1549 -2.1820 -3.1344 0.149 0.040 -0.335
N -7.5296 0.5922 -0.0298 -0.046 -0.060 -0.141
H -9.0600 0.3775 1.3122 0.012 -0.003 -0.014
H 1.9311 -0.2091 -3.2593 -0.338 -0.009 0.044
H 0.7986 1.6635 -3.7251 0.093 -0.156 -0.016
H 7.5295 -2.5457 3.1234 0.030 0.032 -0.032
C 0.6669 3.9459 -5.0350 -0.189 0.084 -0.026
```
Positions in Å, forces in eV/Å.

HOMO level (eV): -10.76
Lowest unoccupied orbital energy (eV): -4.08
Charge: +1
Kohn-Sham gap (hartree): 0.2455

Mulliken population analysis, charges in e, atoms 1 to 6: atom 1 (N): 0.149, atom 2 (C): 0.099, atom 3 (H): -0.066, atom 4 (H): 0.455, atom 5 (C): -0.796, atom 6 (O): -0.350



# 2
# C60H146N10O15

A cluster of 10 separate species, C60H146N10O15 in total (the ωB97M-V functional and the def2-TZVPD basis, OMol25).

The geometry in XYZ format:
```
231
Properties=species:S:1:pos:R:3:forces:R:3
C 1.5643 -0.8611 0.5366 0.997 1.540 -0.329
H -1.4680 -2.9873 -1.4260 0.357 -0.133 -0.396
H -2.1761 -1.6259 8.2123 -0.262 0.509 -0.605
C -4.8621 -0.0594 -8.1815 1.474 0.208 1.242
O -4.2325 5.1288 -2.0030 -2.178 0.678 0.246
H 2.8594 2.0535 -2.3031 -0.648 0.334 -0.271
N -5.9911 -0.9123 -8.0971 -1.629 0.247 0.564
C -3.8058 -0.1096 -6.9879 -0.542 -0.913 -2.180
H -3.7058 6.6087 -0.3752 0.492 1.471 0.423
H -1.4559 -4.1594 6.7153 0.080 0.187 0.303
H 7.5429 3.4399 -3.5209 0.987 -1.099 -0.347
H -0.7330 -0.9144 8.7716 0.636 -0.182 -0.387
C -9.8451 -1.8956 -10.1534 -0.541 0.003 -1.394
C -6.3932 -1.0248 2.3670 1.666 0.235 1.128
O -5.1147 -1.5482 1.8947 -1.719 0.705 -2.537
H -7.7394 -4.4607 -1.2884 0.321 0.177 -0.213
C -2.9134 5.8990 -0.1377 -1.848 -0.043 -1.078
H 2.5013 -1.2550 0.1431 -0.038 -0.254 -0.669
H -0.8892 2.0161 2.9009 -0.380 -0.479 0.176
H -1.9367 -1.7019 -5.3848 -1.026 -0.126 0.342
C -4.3718 4.9250 -3.3922 1.591 -1.280 0.146
H -3.1161 0.7162 -7.1626 0.003 0.263 0.222
H -8.6514 -0.3924 -7.7200 0.094 -0.053 0.439
C 10.6521 8.3165 -2.2981 0.765 -1.501 0.130
H -6.0262 -3.7534 -1.4990 -0.405 0.305 0.021
N 0.7791 -2.4022 6.9208 -0.368 -4.392 -1.418
C -1.3388 -1.9486 -1.7302 0.845 0.873 0.155
H 0.1241 -6.1843 0.1616 0.231 -0.596 0.148
N 3.5074 1.7636 2.8244 -1.044 0.625 0.841
H 6.7279 2.3722 -2.4091 0.197 -0.368 0.626
C -5.0320 1.1268 5.7246 0.219 -0.902 1.729
H 4.9840 -3.7180 0.6155 -0.212 -0.324 0.343
H 1.0468 -1.5827 4.4116 0.063 -0.281 -0.046
H -5.6914 1.9610 5.4851 -0.135 -0.063 0.219
H -1.2653 -2.3044 -6.7990 -0.360 0.012 -0.664
H 3.7541 3.5087 0.6874 -0.778 -0.609 0.286
H -5.2673 -3.3053 2.9523 0.140 -0.440 -0.136
H -3.9910 3.7654 6.3682 -0.645 -0.444 -0.304
H 7.9985 6.5801 -1.6297 0.032 -0.153 -0.172
O 5.7947 -3.1254 -4.4295 -0.682 -0.746 0.774
H -5.6529 5.6279 3.4711 -0.271 0.126 -0.186
H 2.4709 -1.2785 5.3726 -0.086 0.078 0.305
C 9.0195 6.5760 -2.0114 1.539 0.421 0.613
H -3.6430 4.1496 -3.6278 0.303 -0.255 -0.455
O 3.6812 -4.7847 -0.6607 -1.866 2.018 -0.797
H -1.5092 -1.7536 -2.7890 -0.369 -0.681 -0.017
C 2.4201 1.0631 -2.1836 0.520 -0.707 -0.121
H -4.5451 4.3446 3.4042 0.591 -0.167 -0.446
H 8.8196 2.6395 -1.1984 0.361 -0.511 -0.689
H -1.4535 0.2280 -2.8114 -0.225 0.292 -0.196
O -9.4410 -0.7590 -9.4577 -0.689 -0.257 -0.714
C 4.7342 2.4233 2.3647 -2.169 0.721 -2.416
C -6.0360 2.9430 1.5147 -0.128 0.726 0.870
H -2.5125 4.2660 -1.4867 0.571 -0.246 -0.246
C 0.3460 -1.5867 0.1022 0.627 -0.706 -0.397
O -4.6818 -1.0309 6.6020 -1.321 -1.553 -1.359
H 1.1248 -1.8942 -3.2357 -0.661 -0.393 -0.485
H -6.8139 -0.1747 1.8299 0.304 -0.699 -1.416
O 1.6106 -1.5858 7.6516 -0.255 0.858 0.516
H -4.1608 -2.0120 3.4695 0.451 -0.797 0.929
H -6.9463 2.7058 0.9641 -0.111 0.027 0.177
H -0.7210 -2.8152 4.0035 0.210 0.516 0.463
H 6.4746 -0.6335 -3.4617 0.574 -0.535 0.032
H -3.3652 -6.0780 1.3433 -0.212 -0.175 0.268
H 4.0392 -4.3373 -4.0616 0.076 0.265 0.409
H -6.1604 -0.4307 3.2507 -0.024 -0.570 0.972
C -1.0942 -1.7544 8.1783 -2.448 -1.961 2.376
H 0.5919 1.0822 0.6458 0.062 -0.177 0.630
C 8.4767 3.5646 -1.6618 0.033 -0.890 0.904
C -6.6682 -4.6287 -1.3999 1.806 -2.130 1.303
H -3.1824 0.8616 6.5629 -0.021 0.087 -0.029
H -3.3523 2.2998 4.2513 0.415 -0.249 -0.317
H -4.2968 -0.0281 -6.0181 0.005 -0.132 0.140
H -0.4448 -1.3217 0.8041 -0.576 0.298 -0.594
H 1.7950 -0.9262 1.5999 -0.562 0.174 0.291
H 9.7192 6.4061 -1.1931 -0.112 -0.480 0.723
H 5.5889 -5.1579 -4.4101 -0.089 0.095 0.088
H 4.6269 -3.0452 -0.9595 -0.124 0.020 -0.020
H -6.3922 -5.3534 -2.1658 -0.629 0.543 -0.897
C 5.2556 5.4970 0.2753 0.868 -0.327 0.932
H -2.3795 -2.8412 5.9099 -0.293 -0.114 0.357
H 4.6218 -1.9907 -5.4783 -0.695 0.958 -0.195
C 0.4039 2.3680 -1.3535 0.317 1.654 -0.656
C 2.2835 -6.7257 -0.3326 -0.966 -0.086 0.788
H 6.1112 1.7615 0.9955 0.276 -0.726 -0.594
H 0.5540 -2.6388 0.2969 -0.372 -0.384 -0.314
C -4.5138 -2.5925 2.6172 1.641 0.914 0.814
C -0.4778 2.2507 3.8826 -0.937 2.288 0.647
H 3.8283 1.3454 3.6860 -0.609 -0.478 0.283
C -1.3899 -3.2378 6.1370 0.338 1.631 -1.432
H -2.3499 5.9003 -2.2071 0.214 0.033 -0.127
C 5.3380 0.6615 -4.6766 -1.076 -1.480 -0.777
C -8.4516 -1.0847 -8.5379 0.772 2.686 1.065
H 2.8996 -4.9129 5.9740 -0.384 0.212 -0.683
H 4.5047 0.9276 0.6842 -0.234 0.799 0.149
C -0.7114 -3.5865 4.7737 -2.351 -0.342 1.455
C -3.3258 2.9030 6.3262 1.177 -2.418 -1.847
H 2.5982 -2.4599 4.1461 -0.136 -0.053 -0.465
C 1.8995 -2.0687 4.8857 1.788 0.605 -0.996
H 2.3584 1.0805 0.4729 -0.191 0.584 -0.338
C -5.6516 0.0235 6.6189 0.064 -0.105 -0.214
H 5.8063 3.9585 -4.4031 0.553 -0.165 0.145
C -4.9620 -5.9116 -0.1000 0.315 -1.274 -0.768
C -2.6205 2.7826 4.8990 0.612 0.494 2.154
H -4.4462 -5.9825 -1.0576 0.470 1.242 -0.334
H -1.9499 6.3237 0.1442 -0.161 -0.007 -0.051
H 8.4203 5.5196 -3.7034 -0.068 -0.567 -0.176
H -10.5869 -1.6469 -10.9122 -0.602 0.399 0.513
H -4.0621 5.7818 -3.9906 -0.512 0.330 0.042
H -1.3215 -4.3638 4.3137 -0.099 -0.256 -0.011
H -5.0161 6.5614 1.2190 -1.021 -0.518 -0.512
H -10.2415 -2.6463 -9.4697 0.083 -0.271 -0.153
H 0.9405 -4.2689 4.0606 1.435 -0.192 0.082
H -4.3582 -0.3317 -9.1088 0.781 0.819 -0.169
H -2.5243 -2.5139 1.4789 -0.295 0.656 0.317
O -3.0815 -1.3299 -7.1748 0.885 0.103 0.849
C 9.2901 5.4981 -3.0468 -0.889 -0.537 -0.360
H -9.0894 -2.2724 -10.8426 0.748 -0.511 0.534
H 0.4843 -5.1875 5.4111 0.365 0.253 1.001
H 0.1231 2.7286 -2.3431 0.586 -0.350 -0.556
H 3.4883 -3.3939 6.5779 0.194 -0.082 0.423
C 4.4663 3.6917 1.4919 -1.054 0.121 1.306
H 1.4341 -5.4110 1.1395 -0.301 -0.119 0.218
H 4.6610 -4.3851 -5.6915 0.045 0.170 -0.269
H 4.9572 0.6578 -5.6978 0.212 0.094 -0.430
H 0.5731 1.9622 3.9026 -0.346 -0.903 0.876
N 2.2446 -8.0157 0.3537 0.949 -0.475 0.412
O -0.5303 0.3343 -3.0522 0.981 0.100 0.283
H -0.8189 -0.6282 5.0771 1.116 0.046 -0.092
H -0.2485 0.0542 6.7243 0.140 0.032 -0.601
H -1.1026 -2.7069 8.7082 0.817 -0.050 0.925
H 0.8095 -3.3272 -2.1787 0.114 0.118 -0.052
C 5.1896 1.3578 1.4149 2.894 -0.288 1.174
H 5.4098 0.5753 2.1410 0.539 -0.731 -0.602
H -5.2570 3.0790 0.7646 0.202 -0.360 0.324
C 0.1082 -1.3944 -1.4386 -1.454 0.118 1.160
N 0.0754 0.1103 -1.7760 -1.555 -4.054 0.700
C 1.5159 -3.1307 5.8491 -1.962 -0.952 0.231
C 6.1068 -0.7323 -4.4830 -1.876 1.837 0.880
H 5.6558 -4.4453 -0.8727 0.452 -0.063 0.167
C -2.9374 5.2683 -1.5411 1.603 -0.663 0.680
C -5.1270 -2.2714 7.2083 0.705 0.901 1.302
C 0.6139 -4.1527 5.0940 -0.016 0.723 -1.727
N -3.5242 -4.0947 0.8168 -0.562 -0.496 -1.299
H -7.1473 -1.7802 2.5880 0.136 -0.133 -0.153
C -0.6216 -2.0765 6.8242 0.947 2.138 -1.351
H 10.9166 9.2680 -2.7594 -0.942 0.187 0.184
C -1.8587 -1.4613 -6.4451 0.333 -0.550 0.763
H -1.1574 -0.6314 -6.3579 -0.370 0.776 -0.949
O 9.3187 7.8870 -2.4169 -0.836 1.535 -1.148
H 7.6029 0.0519 -5.2869 0.821 0.036 -0.766
H 2.0648 -6.9375 -1.3792 0.665 0.618 -0.468
H 3.2767 0.5644 -1.7301 -0.194 -0.440 0.799
H 11.3228 7.6147 -2.7939 0.149 -0.320 -0.234
C 1.1535 -5.8262 0.1715 0.559 0.927 -0.533
H -5.2019 0.9755 -8.1396 -0.052 0.128 -0.539
H 4.5011 5.4823 -0.5113 0.252 -0.398 -0.368
H 10.1324 5.7028 -3.7077 0.169 0.323 0.332
H 4.0977 4.5037 2.1187 -0.695 0.006 0.428
C -7.0643 -0.5624 -9.0814 0.015 -2.462 2.140
H -8.6198 -2.0550 -8.0707 0.773 -0.501 -0.566
H 2.1496 -2.1388 -2.0012 0.017 -0.185 0.937
O 6.3984 4.3710 -2.3791 -1.910 1.735 0.404
H 6.7916 -0.8815 -6.3638 -0.001 0.091 -0.248
C 5.0938 -1.8686 -4.5033 0.946 -1.480 -0.928
H 10.9595 8.2711 -1.2534 0.013 0.431 0.291
C 2.5846 -3.9930 6.4666 1.434 0.523 0.816
H -6.1509 -2.6451 7.2196 -0.652 1.021 -0.934
H -3.8518 6.5239 2.3216 0.638 -0.299 0.493
H 4.3668 -1.7758 -3.6965 -0.177 0.090 0.023
O 5.5629 4.2238 0.8544 1.357 0.474 -0.657
N 7.1758 -0.8520 -5.4302 0.350 -0.009 0.610
H 5.8486 1.6160 -4.5479 0.506 -0.438 0.311
H 1.0546 3.1512 -0.9647 0.374 -0.085 0.128
C 7.2568 3.3229 -2.4757 0.451 -0.398 -1.416
H -4.1934 -3.5019 0.3469 -0.215 -0.218 -0.841
H 3.8030 -5.8877 1.0346 -0.306 -0.179 0.362
H 4.4986 -6.5161 -0.4510 0.131 -1.012 0.206
H -5.0903 -6.9921 -0.0343 -0.068 -0.340 1.068
H 4.5165 4.1370 -3.2328 -0.092 -0.336 0.175
N 9.5546 4.1560 -2.4428 0.296 0.963 0.266
H -4.7181 0.6304 4.8064 -0.046 0.016 -0.358
H 10.0588 4.4422 -1.6158 1.622 -0.046 -0.375
H 8.4096 4.1233 -0.7283 -1.430 0.558 -0.013
H -2.0929 -1.4276 -1.1403 0.054 0.425 0.009
H -4.0845 4.4176 0.3145 -0.248 -0.222 0.288
C 4.7785 -3.9812 -0.4221 0.758 0.424 -0.688
H -5.7209 0.3019 7.6704 -0.173 0.724 -0.041
O -6.2913 4.1153 2.2855 0.515 1.651 -0.276
C 4.9584 -4.3007 -4.6463 0.892 0.952 -0.071
H 5.4343 5.5320 -3.6889 -0.026 0.074 -0.240
O -1.3370 2.0211 5.0407 -1.347 0.234 -1.065
H 2.2342 -4.3197 7.4457 0.071 0.183 0.095
H -1.8807 -0.4711 6.2796 -0.113 0.255 0.505
H -7.0971 0.5267 -9.0492 -0.206 -0.171 -0.566
H -2.6050 -3.7108 2.6995 -0.248 -0.461 -0.026
H -5.8589 2.1936 2.2863 0.531 -0.711 -0.626
C 5.5258 4.4661 -3.4802 -0.910 1.135 0.369
N -3.9210 1.5504 6.5574 0.281 2.310 0.824
H -5.3086 4.4457 -3.6765 -0.323 0.759 0.397
C 1.4326 0.6193 0.1289 -0.307 0.054 0.112
N -3.5368 5.0500 0.8804 0.439 -0.352 -0.414
C -4.4335 5.8049 1.7447 0.722 0.057 0.450
H -5.7330 -1.8756 -7.9371 -0.318 -0.066 -0.538
H 4.8608 6.1705 1.0360 -0.042 0.076 0.352
C -0.8186 -0.6880 6.1655 -1.650 -0.565 -0.960
H -4.9474 -2.0331 8.2567 0.243 -0.910 0.449
H 2.4136 0.5293 -3.1339 -0.640 0.428 -0.367
H -6.9401 -1.0019 -10.0711 0.390 0.381 -0.335
H 1.2109 -1.8220 8.4919 0.879 0.512 0.872
H 6.2373 5.8712 -0.0150 -0.399 0.149 -0.548
H -2.5961 3.1216 7.1059 0.234 -0.310 -0.083
H 2.7826 2.4135 3.0935 -0.170 0.321 0.180
C 1.0893 -2.2744 -2.2148 0.522 1.127 -0.884
H -4.5808 -3.1482 6.8607 0.637 0.514 -0.048
C -3.1962 -3.2605 1.9021 -1.395 1.602 1.760
H -0.5576 2.5743 -0.8832 -0.027 -1.165 0.856
H 5.2873 2.6252 3.2820 1.049 0.222 -0.735
C -5.1742 4.9568 2.7580 -1.574 -0.793 -0.076
H -2.5151 3.8192 4.5791 0.881 -0.007 -0.584
H 1.1473 -4.9886 -0.5260 -0.058 0.295 0.124
H 4.3915 0.6843 -4.1366 0.174 0.091 0.606
H -0.4480 3.3379 3.9557 0.513 0.384 -0.899
O -6.2681 -5.4170 -0.2159 -1.029 1.557 0.335
H 2.7855 -8.6830 -0.1775 0.360 -0.105 0.078
H -4.9390 -5.3048 1.8501 0.221 -0.122 0.671
C 1.0821 0.9813 -1.3613 1.357 1.575 0.680
H -6.6535 -0.2731 6.3085 -0.007 -0.484 -0.414
H 1.3428 -8.4641 0.4299 -0.372 0.606 -0.059
C -4.1565 -5.3710 1.0942 -0.649 -0.024 -1.004
C 3.6383 -5.9894 -0.0381 0.050 -1.859 -0.310
```
Positions in Å, forces in eV/Å.

Structure (SMILES): CC1(C)CCCC(C)(C)N1O.CC1(C)CCCC(C)(C)N1O.COC[C@H](C)N.COC[C@H](C)N.COC[C@H](C)N.COCCNCCOC.COCCNCCOC.COCCNCCOC.COCCNCCOC.COCCNCCOC
HOMO level (eV): -7.35
Lowest unoccupied orbital energy (eV): 0.33
Energy above the lowest of the compared OMol25 structures with the same formula, charge and spin (kcal/mol): 250.12
Charge: 0
Kohn-Sham gap (hartree): 0.2822

Mulliken population analysis, charges in e, atoms 1 to 6: atom 1 (C): -0.414, atom 2 (H): 0.478, atom 3 (H): 0.092, atom 4 (C): -0.615, atom 5 (O): -0.303, atom 6 (H): 0.367



Question: Which formula does entry 2 have?
Answer: C60H146N10O15



Question: Which of these has the lowest HOMO level?
Answer: C20H47BrN4O5PS



Question: What is the HOMO level in the second record?
Answer: -7.35 eV